# 1
Molecular formula: C33H30F3N6O10
Method: DFT, ωB97M-V/def2-TZVPD

**LUMO**: 0.0 eV
**E**: -2655.4416 Eh
**Kohn-Sham gap**: 1.45 eV

ORCA input file:
```
! wB97M-V def2-TZVPD RIJCOSX def2/J DEFGRID3
* xyz -1 1
N 7.30266 -0.46732 -2.70009
C 6.96412 0.93586 -2.23776
C 5.37059 1.31686 -2.28862
C 4.38929 0.12685 -2.85012
F 4.27488 -0.96841 -1.83795
F 3.00847 0.73536 -2.92609
F 4.69705 -0.34327 -4.22136
H 7.51218 -0.34610 -3.73463
H 7.37542 1.08184 -1.14953
H 7.53877 1.67148 -2.98193
H 5.20159 2.31252 -2.90460
H 4.99591 1.55737 -1.18154
C 3.42314 5.98095 1.66126
C 2.81974 6.57543 0.55192
C 3.24761 6.24882 -0.73636
C 4.28222 5.31792 -0.90303
C 4.89495 4.72538 0.20914
C 4.46038 5.06208 1.49267
N 4.71926 4.95131 -2.25546
O 4.16539 5.51155 -3.21310
O 5.61361 4.10000 -2.36241
H 3.08228 6.23457 2.66361
H 2.01295 7.29179 0.69146
H 2.76710 6.72080 -1.59058
H 5.70229 4.00511 0.09443
H 4.92760 4.60528 2.36231
C -3.00641 3.40325 1.36435
C -1.82233 2.80110 1.79273
C -0.70497 3.58509 2.08646
C -0.78628 4.97790 1.95147
C -1.97135 5.58443 1.51421
C -3.08132 4.78975 1.22074
N 0.37691 5.80945 2.28310
O 1.41289 5.23406 2.64832
O 0.25531 7.03878 2.18302
H -3.87674 2.78824 1.14191
H -1.77127 1.71978 1.90079
H 0.21040 3.10062 2.41925
H -2.04679 6.66382 1.40030
H -4.00677 5.25134 0.88353
C -1.31164 -0.92948 -2.20497
C -1.79177 0.03319 -3.09428
C -3.03447 0.63067 -2.87496
C -3.78944 0.25819 -1.75422
C -3.31328 -0.71355 -0.86402
C -2.07030 -1.30612 -1.09538
N -5.08511 0.90103 -1.50429
O -5.48033 1.74226 -2.32515
O -5.70740 0.56908 -0.48517
H -0.33958 -1.38848 -2.37710
H -1.19533 0.32037 -3.95761
H -3.39454 1.37930 -3.57728
H -3.89100 -1.01565 0.00703
H -1.69057 -2.05926 -0.40848
C -4.58489 -6.81213 -0.23413
C -3.40572 -6.09230 -0.03531
C -2.82877 -5.38805 -1.09388
C -3.44645 -5.40790 -2.35199
C -4.62611 -6.13600 -2.55631
C -5.19220 -6.83871 -1.49075
N -2.85870 -4.64888 -3.46235
O -1.80440 -4.03278 -3.24656
O -3.45220 -4.66409 -4.55027
H -5.03406 -7.35509 0.59571
H -2.93753 -6.07761 0.94659
H -1.90970 -4.83186 -0.92268
H -5.11334 -6.16408 -3.52871
H -6.10946 -7.40443 -1.63849
C 0.35108 -5.31648 5.59613
C -0.19715 -4.03606 5.68626
C -0.89669 -3.49660 4.60505
C -1.04579 -4.25342 3.43468
C -0.48984 -5.53607 3.33870
C 0.21006 -6.06382 4.42558
N -1.80187 -3.70198 2.30387
O -2.26210 -2.55644 2.42058
O -1.94027 -4.41459 1.29934
H 0.89085 -5.73508 6.44385
H -0.08175 -3.45917 6.60137
H -1.31802 -2.49739 4.69111
H -0.59372 -6.13239 2.43463
H 0.64274 -7.05981 4.36199
*
```

---

# 2
Molecular formula: C33H30F5N3O5RuS3
Method: DFT, ωB97M-V/def2-TZVPD

**LUMO (alpha / beta)**: -0.9 / -2.0 eV
**E**: -3604.6774 Eh
**Kohn-Sham gap (alpha / beta)**: 6.66 / 6.19 eV

ORCA input file:
```
! wB97M-V def2-TZVPD RIJCOSX def2/J DEFGRID3
* xyz 0 5
Ru 10.49058 -16.81993 9.02681
S 9.79271 -18.96650 9.01720
C 11.23479 -19.94058 9.01204
N 11.19001 -21.27648 9.29106
C 12.44844 -22.02887 9.47053
C 13.57511 -21.49000 8.62400
N 13.65480 -20.04144 8.77876
C 14.98539 -19.46894 8.76083
C 15.85071 -19.88741 9.94966
C 15.56714 -19.44197 11.24025
C 16.39484 -19.82561 12.30688
C 17.53264 -20.59341 12.12554
C 17.84242 -21.07725 10.85634
C 16.99941 -20.68964 9.77560
C 12.53129 -19.32765 8.84029
S 12.57652 -17.56611 8.60021
C 10.01890 -22.00639 9.75781
C 9.62255 -23.17674 8.85161
C 9.44996 -24.46535 9.30057
C 9.09652 -25.49639 8.42086
C 8.84577 -25.21968 7.09774
C 8.99684 -23.90568 6.62368
C 9.35421 -22.89341 7.49675
H 12.22380 -23.08725 9.20688
H 12.69286 -22.00173 10.54006
H 13.39188 -21.76785 7.56298
H 14.51844 -21.92805 8.96421
H 14.91048 -18.41335 8.72333
H 15.49001 -19.83348 7.83551
H 14.73962 -18.76548 11.40997
H 16.19159 -19.44303 13.31166
H 18.15414 -20.83890 12.94539
H 18.70013 -21.71557 10.64249
H 17.23718 -21.14815 8.82101
H 9.19810 -21.26035 9.85243
H 10.22122 -22.40719 10.75646
H 9.70115 -24.73122 10.33230
H 9.01149 -26.55531 8.77177
H 8.59788 -25.96516 6.39332
H 8.93834 -23.71666 5.54607
H 9.40313 -21.85949 7.16076
O 8.56652 -15.48232 10.24840
S 9.48670 -15.47508 11.63825
O 8.76129 -16.24758 12.61265
O 9.77431 -14.10152 11.91822
O 10.66207 -16.21341 11.08928
F 7.44270 -11.20681 7.06400
C 8.31947 -12.14666 7.36913
C 8.03668 -13.50277 7.29788
F 6.85194 -13.94250 6.90217
C 9.03937 -14.42602 7.65536
F 8.75153 -15.74630 7.64449
C 10.27436 -14.04794 8.18916
O 11.17489 -14.93634 8.58048
C 10.47562 -12.66640 8.41004
F 11.59103 -12.27322 9.02400
C 9.55827 -11.74283 7.94306
F 9.75252 -10.41443 8.01567
C 4.69987 -18.45367 10.16415
N 6.12921 -18.38559 10.01188
C 6.79612 -18.38143 11.27512
C 6.59594 -17.25410 9.16492
C 6.26392 -15.85135 9.66973
C 4.98315 -15.34963 9.58389
C 4.63390 -14.07722 10.05129
C 5.60409 -13.24128 10.56314
C 6.92666 -13.68147 10.61176
C 7.22196 -14.97819 10.19126
H 4.36237 -19.40939 10.57778
H 4.23090 -18.36095 9.20862
H 4.27960 -17.66294 10.82943
H 6.48035 -19.25401 11.87586
H 6.55598 -17.47166 11.85992
H 7.82049 -18.45065 11.12059
H 6.19237 -17.37687 8.15248
H 7.66850 -17.35821 9.10640
H 4.21914 -15.99403 9.18181
H 3.61889 -13.71688 10.02907
H 5.37578 -12.22155 10.89645
H 7.73299 -13.07125 11.00628
*
```

---

# 3
Molecular formula: C33H30N4O10
Method: DFT, ωB97M-V/def2-TZVPD

**LUMO**: -1.5 eV
**E**: -2246.5321 Eh
**Kohn-Sham gap**: 8.45 eV

ORCA input file:
```
! wB97M-V def2-TZVPD RIJCOSX def2/J DEFGRID3
* xyz 0 1
O -0.50273 4.41297 -3.07660
N -0.67240 3.38234 -2.46112
O 0.20562 2.79063 -1.85640
C -2.02147 2.80388 -2.43519
C -3.03579 3.43229 -3.13360
C -4.30302 2.87086 -3.11742
C -4.54213 1.70207 -2.40674
C -3.50905 1.09070 -1.70633
C -2.23900 1.63971 -1.71739
H -2.84384 4.34217 -3.68260
H -5.10720 3.34718 -3.66115
H -5.52676 1.26869 -2.41474
H -3.69494 0.18211 -1.14977
H -1.43241 1.16719 -1.17625
O -7.81952 0.82292 -1.35787
N -7.25596 1.02615 -0.29899
O -6.24657 1.69314 -0.17945
C -7.82799 0.42008 0.91184
C -8.95536 -0.37261 0.79591
C -9.47821 -0.95605 1.93833
C -8.87455 -0.73887 3.17024
C -7.74754 0.06715 3.26574
C -7.21511 0.65385 2.12941
H -9.41798 -0.53549 -0.16599
H -10.35625 -1.58279 1.86663
H -9.28349 -1.20035 4.05930
H -7.28076 0.23699 4.22599
H -6.33792 1.28030 2.19358
O 2.20660 -4.62992 4.10838
N 1.63174 -5.51222 3.50081
O 1.07359 -6.45738 4.01936
C 1.61209 -5.42716 2.03098
C 2.26861 -4.37854 1.41510
C 2.26628 -4.30404 0.03249
C 1.60827 -5.27508 -0.71222
C 0.94793 -6.31872 -0.07526
C 0.94706 -6.40041 1.30842
H 2.77696 -3.62961 2.00214
H 2.77943 -3.49051 -0.45828
H 1.61068 -5.21829 -1.79288
H 0.43429 -7.07209 -0.65672
H 0.43822 -7.20862 1.81208
O 9.18474 -1.07126 -3.99392
N 8.77302 0.06938 -3.92334
O 9.37886 1.04834 -4.31072
C 7.44486 0.28051 -3.32318
C 6.74514 -0.81132 -2.84214
C 5.50409 -0.60578 -2.26037
C 4.98243 0.67789 -2.17256
C 5.69654 1.76065 -2.66933
C 6.93980 1.56553 -3.24979
H 7.15976 -1.80549 -2.91613
H 4.94202 -1.44303 -1.87239
H 4.01472 0.83122 -1.71429
H 5.28585 2.75897 -2.60260
H 7.50386 2.40092 -3.63665
C 1.92202 4.30486 0.88504
C 1.22638 3.56188 2.03991
C 0.39980 2.34514 1.54038
C 1.24130 1.11320 1.67989
C 1.95698 0.61409 0.66052
C 2.80278 -0.57487 0.87367
O 3.22583 -1.24641 -0.04974
C 3.13124 -0.91138 2.28144
C 2.43755 -0.41951 3.30782
C 1.28360 0.47754 3.03749
O 0.43557 0.69512 3.86800
H 1.32282 5.15690 0.56401
H 2.11971 3.63927 0.04638
H 2.87407 4.70428 1.24008
H 2.01964 3.17451 2.68643
H 0.61615 4.22385 2.65209
H 0.12382 2.46540 0.49443
H -0.52393 2.23189 2.10846
H 1.90373 1.09650 -0.30868
H 3.97605 -1.57041 2.44937
H 2.66977 -0.66302 4.33669
*
```